ORCA calculation (ωB97M-V/def2-TZVPD) on a 8-piece molecular cluster, C31H64NO17P overall.

```
114
Properties=species:S:1:pos:R:3
C 1.269 -2.472 -2.163
N 0.564 -1.334 -1.546
C 1.339 -0.503 -0.737
O 1.072 -0.350 0.369
O 2.392 0.140 -1.246
P -0.551 -0.422 -2.521
C -2.139 -1.239 -2.093
O -0.425 -0.844 -4.119
H 1.123 -2.596 -3.227
H 2.334 -2.429 -1.994
H 0.936 -3.388 -1.702
H 2.183 0.434 -2.144
H -1.907 -2.238 -1.746
H -2.833 -1.227 -2.913
H -2.492 -0.691 -1.239
H 0.252 -0.309 -4.538
C -4.274 2.762 2.855
C -3.947 1.537 2.027
O -3.380 1.891 0.761
C -2.071 2.142 0.588
C -1.179 2.307 1.797
O -1.644 2.285 -0.526
H -3.380 3.339 3.094
H -4.754 2.473 3.791
H -4.945 3.421 2.304
H -3.301 0.833 2.555
H -4.863 0.998 1.791
H -1.088 3.369 2.024
H -0.196 1.915 1.546
H -1.517 1.781 2.686
C -3.932 -4.499 -6.126
C -2.756 -3.571 -5.904
O -1.998 -3.938 -4.750
C -1.029 -4.870 -4.758
C -0.871 -5.774 -5.959
O -0.348 -4.999 -3.777
H -3.609 -5.523 -6.314
H -4.527 -4.165 -6.977
H -4.567 -4.519 -5.240
H -2.111 -3.498 -6.781
H -3.117 -2.564 -5.700
H -1.410 -6.701 -5.771
H 0.186 -6.001 -6.082
H -1.219 -5.343 -6.894
C 3.755 2.714 0.551
C 2.488 3.427 0.128
O 2.227 4.581 0.938
C 2.768 5.787 0.713
C 3.900 5.922 -0.278
O 2.383 6.727 1.356
H 4.638 3.343 0.434
H 3.893 1.811 -0.041
H 3.696 2.437 1.604
H 2.491 3.693 -0.930
H 1.632 2.771 0.279
H 4.845 5.878 0.262
H 3.815 6.893 -0.762
H 3.901 5.169 -1.062
C 2.507 8.405 4.405
C 3.674 7.540 3.982
O 4.927 8.074 4.442
C 5.425 7.848 5.669
C 4.543 7.213 6.721
O 6.543 8.206 5.923
H 2.415 8.459 5.490
H 1.577 8.009 3.998
H 2.645 9.424 4.042
H 3.559 6.501 4.298
H 3.740 7.532 2.903
H 4.097 8.002 7.325
H 5.166 6.591 7.358
H 3.754 6.580 6.322
C 0.157 -1.740 3.758
C 0.636 -0.315 3.576
O -0.046 0.590 4.457
C 0.325 0.817 5.731
C 1.356 -0.083 6.373
O -0.215 1.694 6.348
H 0.365 -2.112 4.763
H 0.645 -2.398 3.039
H -0.921 -1.796 3.610
H 1.717 -0.220 3.683
H 0.395 0.019 2.573
H 0.840 -0.863 6.930
H 1.944 0.514 7.066
H 2.049 -0.542 5.673
C 3.936 -5.162 -4.996
C 4.471 -6.264 -5.886
O 3.544 -6.594 -6.924
C 3.463 -5.926 -8.092
C 4.206 -4.619 -8.252
O 2.753 -6.354 -8.958
H 3.782 -4.236 -5.552
H 4.625 -4.959 -4.175
H 2.969 -5.451 -4.582
H 5.452 -6.028 -6.302
H 4.591 -7.177 -5.306
H 3.525 -3.800 -8.028
H 4.529 -4.536 -9.287
H 5.093 -4.527 -7.629
C -8.214 -1.617 3.738
C -8.038 -1.753 2.239
O -6.713 -1.412 1.826
C -5.679 -2.278 1.845
C -5.832 -3.601 2.559
O -4.639 -1.948 1.348
H -7.564 -2.301 4.284
H -9.246 -1.827 4.021
H -7.961 -0.606 4.057
H -8.312 -2.744 1.875
H -8.687 -1.043 1.730
H -5.439 -3.501 3.570
H -5.246 -4.345 2.026
H -6.854 -3.969 2.609
```

Results
Structure (SMILES): CN(C(=O)O)P(C)O.CCOC(C)=O.CCOC(C)=O.CCOC(C)=O.CCOC(C)=O.CCOC(C)=O.CCOC(C)=O.CCOC(C)=O
Maximum force in eV Å⁻¹: 5.54
Highest occupied orbital energy in eV: -8.26
Relative energy (zero: lowest compared OMol25 entry of this formula, charge and spin) in kcal/mol: 0.0
HOMO-LUMO gap in eV: 8.3
LUMO in eV: 0.0



ORCA calculation (ωB97M-V/def2-TZVPD) on a 3-piece molecular cluster, C5H9NO overall.

```
16
Properties=species:S:1:pos:R:3
C -0.071 -1.635 0.127
N 2.477 0.210 0.149
C 0.109 -0.228 0.405
C 0.399 0.956 0.506
C -1.716 0.988 0.627
C -2.376 1.211 -0.492
O 2.635 -0.681 -0.992
H 2.865 -0.073 -1.702
H 2.727 -0.418 0.916
H 0.698 1.965 0.674
H -2.119 1.050 1.633
H -0.117 -2.221 1.046
H 0.794 -1.942 -0.473
H -0.983 -1.800 -0.447
H -1.895 1.120 -1.464
H -3.428 1.499 -0.512
```

Results
Maximum force in eV Å⁻¹: 0.81
Highest occupied orbital energy (spin up / spin down) in eV: -5.94 / -7.40
Relative energy (zero: lowest compared OMol25 entry of this formula, charge and spin) in kcal/mol: 229.3
HOMO-LUMO gap (spin up / spin down) in eV: 6.7 / 8.4
LUMO (spin up / spin down) in eV: 0.8 / 1.0



ORCA calculation (ωB97M-V/def2-TZVPD) on C18H39N4OPSiTi as an isolated structure.

```
65
Properties=species:S:1:pos:R:3
Ti 0.094 -1.239 0.378
Si 0.519 -2.996 -1.512
P 1.148 1.846 -3.066
N -1.104 -0.680 -0.788
H 1.416 1.580 -1.698
C 1.425 3.607 -3.147
H 1.665 3.894 -4.179
H 2.254 3.867 -2.474
H 0.519 4.122 -2.799
C 2.395 0.890 -3.932
H 2.468 1.234 -4.975
H 2.129 -0.179 -3.911
H 3.365 1.027 -3.427
C -0.461 1.418 -3.732
H -0.509 1.774 -4.775
H -1.274 1.895 -3.167
H -0.632 0.333 -3.725
C 2.288 -3.412 -2.026
H 3.027 -3.152 -1.258
H 2.558 -2.922 -2.973
H 2.308 -4.500 -2.180
H -0.085 -4.297 -1.061
H -0.100 -2.644 -2.836
C -2.306 -0.344 -1.265
C -4.289 1.038 -1.004
C -2.919 0.889 -0.876
C -3.058 -1.256 -2.056
C -4.428 -1.089 -2.177
C -5.057 0.042 -1.629
H -4.769 1.934 -0.611
H -2.278 1.638 -0.400
H -2.527 -2.129 -2.444
H -5.015 -1.848 -2.698
H -6.137 0.154 -1.701
C 2.733 0.372 -0.209
O 1.605 -0.184 0.018
C 3.087 1.634 0.472
H 3.862 2.148 -0.111
H 3.551 1.432 1.455
H 2.235 2.308 0.620
C 3.796 -0.360 -0.924
H 4.521 0.372 -1.308
H 3.438 -0.994 -1.752
H 4.359 -1.016 -0.238
C -2.924 0.848 3.509
N -1.778 0.132 4.062
C -1.867 -0.228 5.478
C -0.868 -0.449 3.236
N -1.138 -0.693 1.949
N 0.333 -0.830 3.722
C 0.958 -0.146 4.853
C 1.221 -1.516 2.792
H -3.474 1.268 4.356
H -3.599 0.185 2.947
H -2.604 1.668 2.856
H -1.443 -1.221 5.669
H -1.365 0.508 6.115
H -2.929 -0.247 5.756
H -2.088 -0.430 1.671
H 2.027 -0.044 4.664
H 0.531 0.854 4.988
H 0.825 -0.735 5.769
H 0.625 -2.258 2.198
H 1.771 -0.805 2.139
H 1.975 -2.065 3.369
```

Results
Maximum force in eV Å⁻¹: 4.91
Highest occupied orbital energy (spin up / spin down) in eV: -3.21 / -3.21
Relative energy (zero: lowest compared OMol25 entry of this formula, charge and spin) in kcal/mol: 0.0
HOMO-LUMO gap (spin up / spin down) in eV: 3.5 / 3.5
LUMO (spin up / spin down) in eV: 0.3 / 0.3



ORCA calculation (ωB97M-V/def2-TZVPD) on a 5-piece molecular cluster, CH12O5 overall.

```
18
Properties=species:S:1:pos:R:3
C -1.835 -1.030 -0.532
O -1.762 -0.528 0.717
H -2.689 -0.702 -1.241
H -0.849 -0.727 -1.066
H -1.886 -2.239 -0.571
H -1.914 0.379 0.802
O 0.250 -0.387 2.894
H 0.514 0.069 3.672
H -0.669 -0.666 2.900
O 1.131 0.980 -2.355
H 1.645 0.463 -1.666
H 1.691 0.783 -3.147
O -0.112 2.250 0.009
H 0.595 1.756 0.335
H 0.024 2.115 -0.931
O 2.055 -0.552 -0.208
H 1.169 -0.955 -0.160
H 2.642 -1.008 0.548
```

Results
Structure (SMILES): CO.O.O.O.O
Maximum force in eV Å⁻¹: 4.69
Highest occupied orbital energy in eV: -10.19
Relative energy (zero: lowest compared OMol25 entry of this formula, charge and spin) in kcal/mol: 31.6
HOMO-LUMO gap in eV: 10.7
LUMO in eV: 0.5